This record from the OMol25 dataset describes a molecular structure, C24H66AsF6N6O6 in a non-equilibrium geometry. The level of theory is ωB97M-V/def2-TZVPD.

Each line ends with the Mulliken charge.
Element x y z (Å)
1 As -1.4123 -0.5589 0.8372  2.105
2 F -1.1903 0.2360 2.3941  -0.488
3 F -1.6451 -2.1697 1.6174  -0.548
4 F -1.5418 -1.2207 -0.7741  -0.430
5 F -1.1329 1.0584 0.0890  -0.441
6 F 0.3646 -0.8267 0.8286  -0.515
7 F -3.2267 -0.4849 0.9137  -0.512
8 C -0.2248 -6.9793 -3.4503  -1.289
9 C -0.9521 -5.6180 -3.6281  0.294
10 C -1.4387 -4.9290 -2.3280  -0.468
11 O -2.2830 -3.8278 -2.5760  -0.300
12 C -3.1686 -3.5883 -1.5347  -0.993
13 N 0.0726 -4.7816 -4.3307  -0.553
14 H 0.7141 -6.7916 -2.9294  0.253
15 H -0.0409 -7.5860 -4.3370  0.361
16 H -0.7933 -7.6547 -2.8110  0.381
17 H -1.8005 -5.6806 -4.3096  0.261
18 H -0.6382 -4.4900 -1.7326  0.197
19 H -1.8971 -5.6927 -1.6997  0.534
20 H -3.9067 -4.3893 -1.5757  0.455
21 H -3.7956 -2.6999 -1.6098  0.236
22 H -2.7345 -3.5526 -0.5355  0.355
23 H 0.8492 -4.7477 -3.6858  -0.072
24 H 0.5546 -5.2785 -5.0661  0.311
25 C 1.7623 0.2571 -1.9524  -0.444
26 C 1.7563 -1.0945 -2.7451  0.421
27 C 2.5895 -2.0813 -1.8874  -0.749
28 O 2.3243 -3.3974 -2.3367  -0.289
29 C 2.9633 -4.4162 -1.5613  -0.943
30 N 0.3923 -1.6935 -2.9757  -0.309
31 H 1.3045 0.1856 -0.9658  -0.289
32 H 1.1149 1.0234 -2.3786  -0.386
33 H 2.7735 0.6509 -1.8497  0.692
34 H 2.1445 -0.9675 -3.7556  0.309
35 H 2.3266 -2.0779 -0.8296  0.399
36 H 3.6448 -1.9953 -2.1466  0.414
37 H 3.8520 -4.7874 -2.0717  0.323
38 H 2.3944 -5.3210 -1.3473  0.283
39 H 3.3466 -4.0571 -0.6061  0.375
40 H 0.0439 -1.8302 -2.0376  -0.172
41 H 0.5735 -2.6691 -3.1642  0.284
42 C -3.7041 1.4148 -2.1968  -1.104
43 C -2.8583 0.7502 -3.3242  0.581
44 C -2.9572 1.4623 -4.7142  -0.788
45 O -2.2650 0.6687 -5.7065  -0.209
46 C -2.2115 1.2648 -7.0130  -0.857
47 N -1.5565 0.4721 -2.8300  0.060
48 H -4.6923 1.7008 -2.5569  0.506
49 H -3.2544 2.2390 -1.6431  0.095
50 H -4.0379 0.6523 -1.4930  0.221
51 H -3.3091 -0.2372 -3.4238  0.385
52 H -2.4874 2.4456 -4.7380  0.112
53 H -4.0208 1.5442 -4.9382  0.330
54 H -1.8466 0.6486 -7.8347  0.284
55 H -1.6735 2.2127 -7.0152  0.290
56 H -3.1717 1.4822 -7.4808  0.330
57 H -1.6250 0.0495 -1.9152  0.059
58 H -1.3095 1.3952 -2.5030  -0.234
59 C 0.0758 4.7929 -3.5659  -1.581
60 C 0.5227 3.8521 -2.5160  0.895
61 C 1.6084 4.4648 -1.4089  -0.948
62 O 2.3881 3.5242 -0.7824  -0.379
63 C 1.8597 3.0400 0.4838  -0.600
64 N -0.5728 3.2849 -1.8385  -0.202
65 H -0.5840 4.2817 -4.2669  0.259
66 H 0.9959 5.0570 -4.0872  0.416
67 H -0.4443 5.7117 -3.2947  0.312
68 H 1.0969 3.0416 -2.9650  0.082
69 H 1.0919 5.1066 -0.6952  0.320
70 H 2.4049 5.1339 -1.7344  0.462
71 H 2.0340 3.8620 1.1781  0.448
72 H 2.5044 2.2055 0.7592  0.084
73 H 0.7826 2.9608 0.6315  0.302
74 H -0.3189 2.6387 -1.1050  -0.318
75 H -0.9582 4.0135 -1.2548  0.387
76 C 3.3572 -2.6179 7.2586  -1.379
77 C 3.5460 -2.4677 5.7219  0.486
78 C 3.1343 -1.1113 5.1262  -0.879
79 O 3.1327 -1.2813 3.6932  -0.307
80 C 2.5239 -0.3125 2.9068  -0.699
81 N 4.9578 -2.7243 5.4495  -0.786
82 H 2.2907 -2.5622 7.4769  0.348
83 H 3.5983 -1.6069 7.5869  0.263
84 H 3.7809 -3.4281 7.8519  0.373
85 H 2.8723 -3.1827 5.2498  0.274
86 H 3.7224 -0.2498 5.4424  0.369
87 H 2.1617 -0.8686 5.5542  0.402
88 H 2.8933 -0.3489 1.8819  0.196
89 H 2.8664 0.6689 3.2348  0.365
90 H 1.4396 -0.4059 2.9668  0.278
91 H 5.3902 -1.8610 5.1529  0.306
92 H 4.9273 -3.0791 4.5044  0.347
93 C -0.7178 5.9175 5.3463  -1.375
94 C -1.1196 4.4747 5.5964  0.696
95 C -2.6384 4.2027 5.5824  -1.023
96 O -3.0800 2.8062 5.7627  -0.436
97 C -2.7193 1.8216 4.7699  -0.922
98 N -0.5631 3.7754 4.4730  -0.503
99 H -1.0817 6.3202 4.4011  0.338
100 H 0.3630 6.0366 5.4220  0.337
101 H -1.1529 6.5765 6.0977  0.394
102 H -0.8758 4.2097 6.6252  0.197
103 H -3.0693 4.6002 4.6635  0.444
104 H -3.0593 4.8838 6.3221  0.371
105 H -3.5886 1.1867 4.5985  0.304
106 H -1.8438 1.2017 4.9629  0.369
107 H -2.5570 2.3639 3.8384  0.411
108 H 0.4119 3.6415 4.7001  0.261
109 H -0.8494 2.8087 4.4128  0.133

strongest force on any atom = 0.069 hartree/bohr
net charge = -1
E_HOMO = -5.08 eV
energy = -4568.89807 Ha
gap between HOMO and LUMO = 7.447 eV